This record from OMol25 describes a 7-piece molecular cluster, C28H35Cl10NO2 overall. The level of theory is ωB97M-V with the def2-TZVPD basis set.

CARTESIAN COORDINATES (ANGSTROEM)
O: -30.92721 1.51911 -1.03507
C: -30.26976 1.03370 -0.09580
C: -30.61359 1.34062 1.30425
C: -31.81634 2.01954 1.54788
C: -32.19620 2.31788 2.85575
C: -31.43957 1.86478 3.87920
C: -30.27935 1.06840 3.60690
C: -29.87498 0.78251 2.35179
C: -28.72282 -0.13288 2.17440
O: -27.98501 -0.59039 3.08603
C: -28.40570 -0.46109 0.75246
C: -27.34567 -1.34981 0.52328
C: -27.02204 -1.78065 -0.76108
C: -27.69939 -1.18903 -1.85239
C: -28.76242 -0.27229 -1.64807
C: -29.08633 0.09575 -0.35094
H: -32.50828 2.38779 0.80491
H: -33.05664 2.96795 2.91451
H: -31.85860 2.02806 4.86111
H: -29.75764 0.65660 4.45817
H: -26.74425 -1.77058 1.31551
H: -26.28938 -2.54833 -0.96178
H: -27.45441 -1.58887 -2.82529
H: -29.21262 0.17712 -2.52085
C: -23.70508 0.74192 0.66335
C: -24.32758 2.03513 0.24227
C: -25.76982 2.01902 0.67211
C: -26.51953 3.14893 0.16650
N: -27.18400 4.07390 -0.19155
H: -22.65238 0.71171 0.38228
H: -24.24650 -0.06124 0.16347
H: -23.65819 0.71544 1.75202
H: -24.29331 2.07167 -0.84659
H: -23.90237 2.92515 0.70614
H: -25.90403 1.87438 1.74410
H: -26.31966 1.21415 0.18431
Cl: -21.66606 -1.86519 -1.37807
C: -22.03775 -1.97827 -3.14544
C: -23.40941 -1.54841 -3.38880
Cl: -23.59397 0.18106 -2.91730
H: -21.81423 -3.00866 -3.42192
H: -21.27968 -1.39215 -3.66495
H: -24.10094 -2.03401 -2.70027
H: -23.61067 -1.63226 -4.45677
Cl: -25.99058 8.32712 -0.41717
C: -24.39688 7.89313 0.30205
C: -24.06853 6.44060 -0.11664
Cl: -22.81289 5.52762 0.87294
H: -24.40628 7.99654 1.38709
H: -23.68921 8.59719 -0.13567
H: -23.66673 6.47578 -1.12928
H: -25.04142 5.94920 -0.10691
Cl: -31.85349 5.31435 -1.82258
C: -30.32839 4.43161 -2.16669
C: -29.13259 5.35754 -2.58330
Cl: -29.26108 6.45679 -3.99981
H: -30.44420 3.66702 -2.93487
H: -30.15428 3.93204 -1.21368
H: -28.33119 4.66361 -2.83695
H: -28.72676 5.89434 -1.72585
Cl: -23.41831 -0.95180 4.57291
C: -24.84160 -0.31740 5.44009
C: -25.54773 0.65318 4.52160
Cl: -24.62698 2.17485 4.37421
H: -24.53919 0.13659 6.38377
H: -25.59938 -1.09792 5.50840
H: -26.52658 0.92380 4.91745
H: -25.65067 0.19723 3.53691
Cl: -18.80990 2.63314 4.06016
C: -19.70622 1.19662 3.52733
C: -21.19090 1.43315 3.40654
Cl: -21.46758 2.58184 2.08614
H: -19.48216 0.37087 4.20262
H: -19.27369 0.88255 2.57739
H: -21.60794 1.78984 4.34832
H: -21.68076 0.49075 3.16153

Cartesian forces, eV/Å:
1.48 -1.12 1.68
-0.45 0.55 -2.27
-1.26 -0.36 -0.95
0.70 0.21 0.39
-0.04 0.40 -1.85
0.92 -1.13 0.56
-1.74 0.98 2.63
0.22 0.09 0.12
2.11 -0.67 0.59
-2.37 1.38 -1.83
0.75 -0.44 -0.34
0.22 -0.56 -0.50
-1.17 1.36 -0.70
-0.57 -0.49 1.07
1.81 -0.63 -0.28
-1.07 0.33 0.71
0.57 -0.21 -0.67
-0.21 -0.21 0.69
0.68 -0.05 0.41
0.19 -0.10 -0.04
-0.35 0.17 0.45
0.18 0.07 0.23
-0.11 0.40 -0.30
-0.40 0.05 0.21
1.01 0.23 0.21
-0.25 0.20 -0.09
-1.07 -0.41 -0.72
-3.03 4.61 -0.80
2.72 -3.76 1.24
-0.08 -0.17 -0.35
0.11 -0.34 0.45
-0.50 -0.57 0.13
0.08 0.50 -0.03
0.49 -0.15 -0.31
0.04 0.34 0.08
0.24 -0.65 0.07
0.12 -0.15 -0.26
2.09 -0.55 0.83
-0.83 0.86 0.15
-0.09 0.11 -0.38
-0.50 -0.09 0.01
-0.25 0.30 0.08
-0.09 -0.40 -0.62
-0.49 -0.09 0.20
0.33 -0.12 0.32
0.77 -0.41 -0.04
-0.15 0.56 -0.21
-1.02 0.93 -0.41
-0.31 0.09 -0.15
0.00 -0.07 0.25
-0.14 -0.28 0.10
0.45 -0.70 0.13
0.09 -0.05 -0.41
0.63 0.98 -0.45
0.18 -1.11 0.88
-0.48 -0.42 0.54
-0.57 0.20 0.05
0.64 0.11 -0.27
-0.03 -0.03 -0.11
-0.42 0.35 -0.17
0.07 -0.30 0.37
-0.78 0.28 -0.91
0.20 0.41 0.23
0.04 0.18 -0.23
-0.08 -0.30 -0.10
0.49 -0.43 0.62
0.06 -0.13 -0.06
-0.09 0.20 0.08
0.02 0.04 0.14
0.35 -0.68 -0.21
0.52 -0.30 0.16
-0.21 0.30 0.12
-0.18 0.21 0.34
-0.15 0.25 -0.12
-0.07 0.23 -0.25
0.01 0.16 -0.13

Output
E: -5895.0863 Ha
Maximum force: 0.1084 Eh/bohr
Structure (SMILES): O=C1c2ccccc2C(=O)c2ccccc21.CCCC#N.ClCCCl.ClCCCl.ClCCCl.ClCCCl.ClCCCl
Orbital gap: 8.5 eV
Energy relative to the best compared isomer or geometry (same formula, charge and spin): 25.2 kcal per mole

Löwdin charges, unit e, in atom order: 0.068 -0.237 -0.078 0.025 -0.069 -0.037 0.009 -0.109 -0.228 0.048 -0.097 -0.019 -0.054 -0.037 0.009 -0.075 0.124 0.115 0.109 0.118 0.119 0.102 0.100 0.119 -0.159 -0.282 -0.199 -0.174 0.164 0.044 0.063 0.035 0.088 0.047 0.100 0.102 0.527 -0.651 -0.641 0.560 0.077 0.075 0.053 0.084 0.537 -0.621 -0.612 0.501 0.068 0.062 0.065 0.021 0.510 -0.632 -0.667 0.506 0.069 0.032 0.047 0.046 0.590 -0.621 -0.680 0.587 0.077 0.079 0.071 0.038 0.544 -0.686 -0.681 0.603 0.074 0.066 0.053 0.015

This record from OMol25 describes one molecule with the formula C2H3N3O. The level of theory is ωB97M-V with the def2-TZVPD basis set.

CARTESIAN COORDINATES (ANGSTROEM)
O: -1.80360 1.14848 -0.00084
C: -0.72876 0.51229 0.00102
N: 0.61962 0.72638 0.03137
C: 1.19198 -0.54238 0.00634
N: 0.30088 -1.49247 -0.03615
N: -0.90494 -0.79731 -0.03843
H: 1.08147 1.62050 0.06513
H: 2.26854 -0.69309 0.02182
H: -2.02518 -0.48241 -0.05026

Cartesian forces, eV/Å:
0.73 1.39 0.05
-0.27 0.51 0.01
-0.05 0.10 0.00
-0.34 -0.17 -0.01
-0.20 0.26 0.00
-0.51 0.83 0.01
0.00 -0.17 -0.01
-0.41 -0.08 -0.01
1.04 -2.67 -0.06

Output
E: -317.4547 Ha
Maximum force: 0.0557 Eh/bohr
Structure (SMILES): O=c1[nH]cn[nH]1
Orbital gap: 9.8 eV
Energy relative to the best compared isomer or geometry (same formula, charge and spin): 48.7 kcal per mole

Löwdin charges, unit e, in atom order: -0.005 -0.608 0.159 -0.169 0.068 0.029 0.156 0.121 0.249

This record from OMol25 describes a 2-piece molecular cluster, C5H6O overall. The level of theory is ωB97M-V with the def2-TZVPD basis set.

CARTESIAN COORDINATES (ANGSTROEM)
C: -0.60317 1.87450 -0.85775
C: -0.18268 0.47737 -0.49260
C: -0.04249 -0.07903 0.68292
C: 0.13803 -0.78459 1.77095
C: 0.92956 -2.46772 -0.84181
O: 1.45371 -3.37739 -0.40929
H: -0.81730 2.48965 0.01942
H: -1.49914 1.84374 -1.49079
H: 0.18072 2.36688 -1.44809
H: -0.66831 -1.38991 2.18286
H: 1.11506 -0.85277 2.24869
H: 0.04365 -0.19385 -1.32020

Cartesian forces, eV/Å:
-0.03 0.08 0.06
0.05 -0.14 0.17
0.00 0.04 -0.13
0.00 -0.01 -0.20
0.66 -1.24 0.35
-0.57 1.01 -0.44
0.04 -0.11 -0.10
0.14 0.00 0.15
-0.13 -0.10 0.16
0.11 0.22 0.00
-0.22 0.14 -0.04
-0.04 0.12 0.01

Output
E: -269.2827 Ha
Maximum force: 0.0282 Eh/bohr
Orbital gap: 10.4 eV
Energy relative to the best compared isomer or geometry (same formula, charge and spin): 39.9 kcal per mole

Löwdin charges, unit e, in atom order: -0.104 -0.194 -0.158 -0.024 0.030 0.051 0.072 0.072 0.072 0.061 0.062 0.060